[1]
Computed, not measured: a molecular structure, C28H36Ge2IrN4O8 in a non-equilibrium geometry, with ωB97M-V/def2-TZVPD.

```
79
Properties=species:S:1:pos:R:3:forces:R:3:mulliken_charge:R:1
Ir 0.835 0.772 0.215 -0.2248 -0.1410 0.7320 2.012
Ge 0.635 -1.408 -1.092 0.0298 0.4092 0.0547 -0.039
Ge -3.050 -0.466 -0.406 -0.3869 -0.1154 1.3070 0.015
O 2.706 5.691 -2.559 -0.0977 -0.0598 0.0303 -0.477
O -3.261 2.245 1.347 0.2062 -0.7477 -0.1126 -0.829
O -3.164 4.121 3.121 -1.2994 0.4607 0.0632 -0.530
O 0.010 2.350 -0.830 -0.7771 0.3555 -0.3629 -0.634
O 4.848 5.252 -2.065 -1.1683 -0.1158 0.3024 -0.571
O -1.871 0.667 0.577 0.2036 -0.7816 -0.5497 -0.102
O -1.479 5.152 4.110 0.6923 1.4315 1.3470 -0.531
O 0.358 4.403 -1.716 0.1172 -0.4546 0.0874 -0.800
N 0.109 2.898 3.831 2.4615 0.3236 2.1554 -0.001
N 0.139 1.452 2.266 0.3492 -1.1196 -0.8805 -0.334
N 4.249 3.303 -0.247 0.6626 0.6085 0.0256 0.009
N 2.445 2.295 0.343 -0.4846 -0.9845 0.0353 -0.223
C -0.289 -3.677 0.348 0.8036 -1.1173 1.0551 -1.301
C -2.092 -2.061 -0.021 1.4085 -0.9169 -0.5902 -0.236
C 0.709 3.421 -1.088 0.1391 -0.1472 0.2514 0.870
C 0.745 -6.008 1.552 0.1674 -1.2573 -0.2497 -0.292
C 2.415 -2.267 -1.062 -0.1419 0.4533 0.9553 -0.520
C 2.076 3.281 -0.551 1.4362 0.6313 0.3046 0.453
C 0.029 -1.175 -2.913 -0.3190 -0.5727 -0.4982 -0.466
C -1.963 4.219 3.581 0.6236 -2.3813 -1.5331 0.453
C 3.768 2.324 0.514 0.0458 -1.2619 -0.1683 -0.080
C -0.360 -2.576 -3.431 -1.1380 -0.0848 0.1779 -1.654
C -1.108 2.041 2.258 0.9096 0.7038 0.7477 -0.252
C 0.855 1.962 3.258 -0.0602 -0.6911 -1.1292 0.029
C -4.711 -0.714 0.603 0.4999 -0.1192 -0.1009 -0.481
C 2.255 1.566 3.592 -0.2039 0.7007 -0.1334 -1.084
C -3.625 -0.714 -3.138 -1.1689 0.5594 -0.2396 -1.301
C -5.907 -0.135 -0.092 -0.6151 0.1014 -1.0151 -1.288
C 3.661 5.069 -1.912 0.2099 -1.2071 0.7651 0.549
C -2.190 1.643 1.340 -0.4341 1.4588 0.4364 1.089
C 4.648 1.298 1.257 0.4795 0.4262 -0.6481 -1.253
C -0.806 -2.419 -0.185 -0.3259 0.6820 -0.2307 0.367
C 0.287 -3.662 1.619 -0.1492 -0.1202 0.8460 0.165
C 0.221 -6.060 0.250 0.2173 0.3454 0.3052 -0.813
C -1.063 3.010 3.236 -2.8482 0.8354 -0.4687 0.060
C 0.788 -4.828 2.242 0.4328 1.7255 0.2126 -0.726
C -3.215 0.334 -2.111 -0.2959 0.8785 -0.6425 -0.538
C 3.207 3.943 -0.898 1.7634 1.4191 -1.3225 -0.238
C 3.475 -1.795 -2.085 -0.7700 0.5797 0.8904 -1.189
C -0.251 -4.886 -0.344 -0.2219 -0.5841 -0.3201 0.113
H 2.332 1.126 4.583 -0.0309 -0.0083 0.1074 0.529
H 4.901 1.680 2.273 -0.2110 -0.4956 -0.7048 0.285
H 4.327 -2.482 -2.076 0.0214 0.5074 0.0002 0.395
H -3.319 3.345 2.520 0.1215 0.0135 -0.0464 0.433
H -6.004 -0.479 -1.131 -0.1439 -0.4243 0.2576 0.285
H 3.736 -0.709 -1.982 0.1807 -1.0180 0.3085 0.232
H -0.746 -0.422 -3.031 -0.2328 -0.2297 0.1067 0.486
H 1.316 -4.757 3.224 -0.7960 -0.0989 -0.8785 0.345
H -5.894 0.947 -0.246 0.0507 0.0404 0.6720 0.311
H -0.691 -2.567 -4.467 0.1411 0.2197 -0.1674 0.478
H 2.707 -2.174 0.003 0.2814 -0.1223 -0.5363 0.397
H -0.620 -4.927 -1.363 -0.0736 -0.0245 0.0274 0.383
H -4.605 -0.201 1.551 0.1904 -0.0581 0.4009 0.398
H 2.947 2.436 3.527 -0.4691 -0.6242 0.0073 0.249
H -4.442 -1.308 -2.773 -0.5728 -0.3910 0.4415 0.343
H -2.885 -1.419 -3.386 1.3000 -0.7221 -0.1784 0.163
H -1.203 -3.015 -2.880 0.0938 0.2275 0.0594 0.263
H -4.895 -1.791 0.814 0.4196 0.6293 -0.1718 0.479
H -4.002 1.109 -1.981 0.3892 -0.4183 -0.1797 0.605
H 5.251 3.521 -0.336 -0.8546 0.2120 -0.1944 0.301
H -2.302 0.876 -2.363 -0.0507 -0.0515 -0.0593 0.563
H 0.442 3.340 4.687 -0.6374 0.5062 -0.4150 0.299
H 2.146 -3.309 -1.180 0.2256 -0.4483 -0.1896 0.461
H 1.807 5.340 -2.337 0.0999 0.0608 0.1351 0.424
H 2.497 0.816 2.851 0.3700 -0.0899 0.0365 0.011
H 0.217 -7.005 -0.300 -0.0445 0.4088 0.1745 0.412
H 0.819 -0.851 -3.550 0.9065 0.5308 -0.2993 0.648
H 5.631 1.087 0.703 -1.4670 0.5997 0.6581 0.431
H -2.696 -2.836 0.434 -0.2885 -0.0885 0.2026 0.575
H 0.421 -3.320 -3.361 0.5626 0.0089 0.0497 0.365
H 4.120 0.327 1.293 0.1692 0.5595 0.2244 0.185
H 3.005 -1.826 -3.041 -0.1159 -0.2869 -0.9911 0.329
H -6.772 -0.460 0.479 -0.4345 0.3807 -0.2599 0.402
H 0.254 -2.713 2.161 0.2100 -0.2658 -0.0144 0.350
H -4.025 -0.342 -4.082 0.2688 0.5132 0.0355 0.424
H 1.156 -6.901 2.049 -0.3079 0.3390 -0.5109 0.359
```
Forces are in eV/Å.

Properties
Net charge: +1
Gap between HOMO and LUMO (spin up / spin down), eV: 8.73 / 6.31
LUMO level (spin up / spin down), eV: -2.504 / -5.310
<S²>: 6.0079
2S+1: 5

[2]
Computed, not measured: 2 unconnected molecules or ions with the total composition C28H36N3O in a non-equilibrium geometry, with ωB97M-V/def2-TZVPD.

```
68
Properties=species:S:1:pos:R:3:forces:R:3:mulliken_charge:R:1
O 3.703 1.042 2.809 -0.3012 0.1611 0.8332 -0.402
N 1.069 1.392 3.234 0.4091 0.2701 1.3148 -0.069
N 2.465 2.200 -3.892 -0.4668 -0.2454 0.6831 -0.002
N -4.080 -3.285 0.792 0.5263 0.3306 -0.1443 0.011
C -4.550 -4.132 -0.274 0.0274 -0.4695 0.0054 -0.610
C -3.918 -2.028 2.784 -0.4781 0.2372 0.6639 -0.614
C 3.136 0.027 3.634 0.5089 -0.0998 0.0193 -0.796
C 1.993 1.551 -0.428 0.0742 0.1475 -0.3063 -0.409
C -2.783 -1.736 1.852 1.1356 0.5503 -0.3694 0.097
C -0.981 -1.694 -0.298 -0.4476 0.4439 -0.0323 -1.296
C 1.063 0.740 -5.288 0.0092 -0.5402 0.1823 -0.874
C 0.001 0.748 -1.653 0.5033 -0.4673 -0.3790 -1.110
C -1.734 -0.836 1.875 -0.3339 -0.3816 0.0463 -0.511
C 1.927 2.606 3.244 -0.4329 -0.3166 -0.5922 -0.395
C 1.612 0.078 3.657 -0.2987 0.2890 -0.3121 0.065
C -2.490 -3.307 -1.605 0.3139 -0.6836 -0.4422 -0.686
C -3.985 -3.684 -1.620 -0.0627 0.4631 -0.1897 -0.846
C -2.095 -2.513 -0.400 0.3668 0.4525 0.5225 0.171
C 3.748 2.783 -1.993 0.6409 0.2295 0.2397 -0.669
C -0.241 1.688 3.817 0.2195 0.1028 -0.1230 -1.310
C 1.791 1.778 -2.804 0.2868 -0.2048 -0.7048 0.416
C 0.563 1.102 -2.861 -0.1312 -0.0464 0.8732 -0.175
C 0.205 0.267 0.760 -0.5776 -0.3725 -1.5697 1.102
C 3.404 2.312 3.384 0.3426 -0.1631 -0.2116 -0.715
C 0.729 0.847 -0.426 -0.3143 -0.0717 0.1816 -0.764
C 2.501 2.041 -1.613 -0.8295 -0.4918 0.8797 0.024
C 2.053 1.902 -5.238 -0.1762 0.2957 -0.4731 -0.621
C -0.810 -0.754 0.781 0.1904 -0.2173 -0.2119 0.277
C -2.953 -2.541 0.712 -0.5573 -0.0936 -0.3292 0.519
C -0.013 0.759 -4.190 -0.5953 0.2659 -0.4541 -0.625
C 3.693 2.886 -3.536 0.3950 0.2330 -0.0119 -0.755
C -4.753 -3.118 2.066 -0.2174 -0.0272 0.3292 -0.740
H -4.274 -5.182 -0.079 -0.0454 0.1945 0.0153 0.290
H 1.195 -0.218 4.636 0.3658 0.0953 -0.1952 0.596
H -4.773 -4.056 2.641 0.0566 0.1530 -0.2094 0.320
H 1.590 3.302 4.023 0.1300 -0.0650 -0.0893 0.330
H -4.156 -4.477 -2.353 0.0112 0.1415 0.0643 0.383
H 3.686 3.933 -3.872 -0.1060 -0.2353 0.0156 0.310
H 1.794 3.100 2.271 -0.2283 0.0757 0.1779 0.291
H -0.145 2.451 4.605 -0.2072 -0.2697 -0.0411 0.402
H 2.552 1.616 0.511 -0.1559 0.0298 -0.2975 0.749
H -0.915 2.086 3.045 -0.0148 -0.0431 0.1640 0.307
H 3.524 0.093 4.671 0.1082 0.0583 -0.5136 0.288
H 0.580 0.706 1.678 -0.0371 -0.0055 0.2324 0.269
H -0.816 1.463 -4.450 0.1625 -0.0732 -0.0216 0.307
H -5.799 -2.808 1.918 0.2416 -0.0694 -0.0392 0.359
H 4.652 2.247 -1.682 -0.1754 0.1679 0.0714 0.318
H 1.605 2.789 -5.709 0.0959 -0.0304 0.1126 0.307
H 3.992 3.021 2.794 -0.1011 0.0962 0.3321 0.315
H -2.269 -2.718 -2.506 -0.0385 -0.2056 0.1614 0.236
H -0.230 -1.732 -1.090 -0.2117 0.0949 0.2062 0.834
H -5.648 -4.087 -0.283 0.2134 -0.0366 -0.0813 0.390
H -3.576 -2.390 3.760 -0.0340 0.1634 -0.1673 0.297
H 2.952 1.655 -5.814 -0.1461 0.0105 -0.0107 0.385
H -4.535 -1.136 2.951 0.1975 -0.1463 0.0745 0.312
H 0.575 0.730 -6.263 0.1376 -0.0361 0.0182 0.384
H -0.680 0.779 4.245 0.0442 0.2680 -0.0541 0.459
H -1.002 0.314 -1.640 0.3557 0.1657 0.0077 0.897
H -0.484 -0.233 -4.122 0.0974 0.2730 -0.1348 0.259
H 1.271 -0.678 2.930 -0.2177 0.1845 0.1874 -0.034
H -1.629 -0.125 2.690 -0.0499 -0.2265 -0.1230 0.340
H 3.705 2.372 4.446 0.1495 -0.2726 -0.3261 0.356
H 3.479 -0.898 3.160 -0.1132 -0.0189 0.4197 0.400
H 1.617 -0.202 -5.188 -0.0217 0.1742 -0.0689 0.328
H 3.771 3.783 -1.546 0.0514 -0.2320 -0.0025 0.309
H 4.555 2.402 -4.011 -0.1637 0.0184 0.0318 0.375
H -4.548 -2.805 -1.962 0.0292 -0.1551 0.0979 0.324
H -1.881 -4.222 -1.683 -0.1088 0.1770 0.0681 0.322
```
Forces are in eV/Å.

Properties
Energy relative to the best compared isomer or geometry (same formula, charge and spin), eV: 0.725
Net charge: +1
Gap between HOMO and LUMO, eV: 5.89
LUMO level, eV: -3.720

[3]
Computed, not measured: a gas-phase ion, C28H36N3O (charge +1) in a non-equilibrium geometry, with ωB97M-V/def2-TZVPD.

```
68
Properties=species:S:1:pos:R:3:forces:R:3:mulliken_charge:R:1
O -0.429 -3.822 0.996 0.0362 0.4246 0.9730 -0.527
N 1.677 -2.216 -0.083 -2.5553 -0.8249 2.5988 0.293
N 3.091 3.643 1.902 -0.5980 0.1117 -0.3420 -0.013
N -4.757 -0.628 -1.367 -0.4085 0.5194 0.2500 -0.027
C 0.443 1.259 1.091 0.4011 -0.0918 -0.7501 -1.468
C 4.649 1.913 1.508 0.4850 -0.0535 0.0149 -0.592
C -2.893 -1.843 -0.950 0.6141 1.2258 -0.2776 -0.667
C -3.432 -0.563 -1.108 -0.3129 -0.2202 -0.3724 0.755
C 1.060 4.976 1.816 0.5765 0.7913 -0.0561 -0.815
C -2.712 0.629 -1.109 1.2136 -1.1114 -0.0125 0.118
C 2.664 0.270 0.927 1.5613 0.6233 0.0026 -0.452
C 2.296 -4.050 -1.586 -0.5711 -1.1365 -0.0092 -0.623
C 0.989 2.504 1.436 0.2302 -1.2747 -0.2746 0.130
C 2.488 4.860 2.359 0.1933 0.0487 0.2704 -0.679
C 1.098 -3.415 -0.858 0.0673 1.1230 -0.2942 0.207
C 4.496 3.370 2.020 0.3558 -0.3810 -0.1777 -0.803
C 2.380 2.577 1.456 0.5058 0.2120 0.2290 0.242
C 0.692 -0.864 -0.258 3.9010 1.0790 -5.5784 -0.048
C -1.324 0.484 -1.024 0.5766 -0.1260 1.0559 -1.304
C -4.922 1.798 -1.014 -1.0526 -0.4034 0.1034 -0.812
C -3.446 1.907 -1.279 0.7801 0.3459 -0.7420 -0.696
C 3.498 -3.143 -1.470 0.2808 0.3344 0.0430 -0.772
C 0.246 3.711 1.879 -0.6532 -0.6669 0.7037 -0.662
C 3.132 -2.052 -0.483 -0.3371 0.7392 -0.5009 -0.655
C -5.251 -1.982 -1.430 0.1556 0.1070 0.2046 -0.831
C -0.755 -0.768 -0.645 -0.7316 -0.8040 -0.0564 0.636
C -3.998 -2.840 -1.107 -0.4597 -0.7289 0.1481 -0.678
C 0.321 -4.425 -0.049 -0.5941 -0.9953 1.3369 -1.085
C 3.237 1.491 1.233 -1.1686 -0.6688 0.2322 -0.103
C -1.535 -1.919 -0.717 -0.7311 -0.8038 0.8328 -0.562
C 1.296 0.235 0.549 -0.8906 -0.5652 1.9845 0.584
C -5.586 0.528 -1.583 -0.0505 -0.1184 -0.2802 -0.684
H 2.492 4.897 3.464 -0.0037 0.0110 -0.2442 0.327
H 1.137 5.336 0.789 -0.1343 -0.0655 -0.1125 0.322
H -5.115 1.811 0.060 0.0696 0.0760 0.0326 0.326
H 3.249 -1.064 -0.964 -0.1998 -0.4648 0.3551 0.374
H -3.814 -3.550 -1.919 0.0834 0.0240 0.1704 0.265
H 0.564 5.750 2.395 -0.1284 0.1635 -0.0919 0.382
H 3.733 -2.679 -2.420 0.0900 -0.0238 -0.1845 0.280
H 1.380 -2.063 0.914 1.5063 -2.0418 -0.2285 0.690
H -6.551 0.322 -1.083 0.2371 0.3748 -0.2479 0.381
H -0.644 1.025 1.196 1.0887 0.6112 -0.3901 0.770
H 5.055 4.064 1.395 0.2333 0.1126 0.0606 0.340
H 3.134 5.679 1.997 -0.4758 -0.0017 0.2152 0.373
H -0.638 1.349 -1.078 -0.7145 -0.4140 -0.0558 0.817
H -4.178 -3.419 -0.188 0.1861 0.0698 -0.2473 0.286
H -6.046 -2.102 -0.686 -0.0396 -0.2283 -0.1731 0.348
H 2.543 -5.015 -1.116 -0.2775 0.1975 -0.1788 0.311
H -5.648 -2.188 -2.426 -0.1269 -0.1413 0.0071 0.359
H -0.064 3.503 2.910 -0.1541 0.3149 0.0439 0.319
H -1.127 -2.880 -0.393 -0.6803 1.0417 -0.5217 0.766
H 0.358 -2.950 -1.563 1.1349 -0.3588 0.3609 0.393
H -1.009 -4.432 1.489 0.6040 0.1087 -0.5840 0.307
H -3.000 2.661 -0.631 -0.0459 0.1491 -0.0475 0.228
H -3.261 2.220 -2.311 -0.1682 0.2947 -0.0256 0.321
H -0.381 -4.905 -0.734 0.2336 -0.2760 -0.2469 0.345
H 4.838 3.466 3.048 0.0237 0.1387 0.2044 0.370
H 3.779 -2.088 0.383 -0.2131 -0.1565 0.1540 0.560
H 5.161 1.264 2.230 -0.1127 0.1691 -0.1232 0.314
H 3.378 -0.585 1.056 -1.2776 1.1387 -0.5077 0.153
H -0.663 3.805 1.288 -0.1261 0.1660 0.0312 0.254
H -5.783 0.646 -2.667 -0.0279 0.0369 0.3207 0.301
H 0.924 -5.184 0.455 0.4788 -0.0503 -0.5940 0.568
H -5.435 2.648 -1.461 -0.0273 0.1031 0.1964 0.377
H 1.248 -0.991 -1.340 -1.4525 2.4444 1.2431 0.124
H 4.411 -3.635 -1.104 -0.4578 -0.1109 -0.3101 0.346
H 5.252 1.916 0.589 -0.1762 -0.1486 0.1904 0.274
H 2.008 -4.255 -2.624 0.2315 0.0251 0.2697 0.320
```
Forces are in eV/Å.

Properties
Energy relative to the best compared isomer or geometry (same formula, charge and spin), eV: 3.539
Net charge: +1
Gap between HOMO and LUMO, eV: 6.94
LUMO level, eV: -2.192
SMILES: OC[C@@H]1CCC[N@H+]1C(c1cc2c3c(c1)CCN3CCC2)c1cc2c3c(c1)CCN3CCC2